1.
Here is a cluster of 8 separate species, C18H42N6O12 in total from the Open Molecules 2025 dataset. Energies are from ωB97M-V/def2-TZVPD.

Summary:
SMILES: COC(=O)OC.COC(=O)OC.CC(N)=O.CC(N)=O.CC(N)=O.CC(N)=O.CC(N)=O.CC(N)=O
HOMO level (Eh): -0.3462
LUMO level (eV): 0.098
Frontier orbital gap (eV): 9.52
Calculated total energy (hartree): -1942.4611

Cartesian coordinates (Å):
C  4.287  5.733  -1.297
O  4.911  5.475  -2.505
C  4.300  4.926  -3.557
O  3.088  4.795  -3.748
O  5.309  4.571  -4.351
C  4.924  4.118  -5.680
H  3.656  6.606  -1.468
H  5.148  5.929  -0.659
H  3.766  4.866  -0.890
H  4.256  3.259  -5.616
H  5.739  3.948  -6.383
H  4.328  4.851  -6.224
C  3.900  -1.683  7.419
O  5.286  -2.133  7.429
C  5.662  -3.316  7.936
O  4.938  -4.152  8.527
O  6.812  -3.551  7.451
C  7.580  -4.892  7.431
H  3.756  -0.915  6.659
H  3.770  -1.149  8.360
H  3.206  -2.520  7.334
H  7.006  -5.713  7.002
H  7.766  -5.043  8.495
H  8.578  -4.803  7.002
C  -4.030  1.843  -6.808
C  -3.651  0.652  -5.922
N  -2.433  0.288  -5.925
O  -4.476  0.056  -5.228
H  -4.858  2.477  -6.491
H  -4.102  1.494  -7.838
H  -3.133  2.450  -6.928
H  -1.676  0.823  -6.325
H  -2.139  -0.589  -5.520
C  -2.205  -7.252  -1.582
C  -1.692  -5.819  -1.097
N  -1.299  -5.799  0.150
O  -1.580  -4.819  -1.846
H  -3.272  -7.196  -1.800
H  -2.077  -7.866  -0.690
H  -1.596  -7.563  -2.430
H  -0.850  -4.928  0.392
H  -1.450  -6.575  0.779
C  4.364  -2.695  -3.179
C  4.481  -3.027  -1.689
N  3.402  -3.276  -0.950
O  5.564  -3.143  -1.085
H  4.028  -1.663  -3.078
H  3.610  -3.118  -3.843
H  5.270  -2.660  -3.784
H  2.582  -3.259  -1.540
H  3.381  -3.427  0.048
C  -6.861  1.792  4.558
C  -5.698  0.778  4.639
N  -5.685  -0.251  3.882
O  -4.693  1.023  5.351
H  -7.155  2.162  5.540
H  -7.700  1.369  4.004
H  -6.528  2.613  3.924
H  -4.797  -0.726  3.801
H  -6.461  -0.454  3.268
C  -0.435  1.571  1.613
C  -0.760  0.182  1.092
N  -1.149  0.158  -0.099
O  -0.599  -0.895  1.710
H  -1.297  2.194  1.853
H  0.240  2.025  0.888
H  0.112  1.411  2.543
H  -1.278  -0.655  -0.684
H  -1.231  1.000  -0.651
C  -5.689  5.574  -0.933
C  -5.123  4.195  -1.414
N  -5.806  3.066  -1.547
O  -3.940  4.350  -1.809
H  -6.042  5.992  -1.876
H  -4.869  6.187  -0.560
H  -6.524  5.518  -0.234
H  -6.734  2.884  -1.192
H  -5.434  2.323  -2.121

Atoms 1-6, force components in eV/Å:
C -0.20 0.39 0.57
O 0.81 -0.92 -1.56
C -1.66 0.11 0.22
O 2.54 0.18 0.41
O -0.15 -0.46 -1.93
C -1.16 0.25 -0.27

2.
Here is a cluster of 10 separate species, C18H43Cl2F9N4O10 in total from the Open Molecules 2025 dataset. Energies are from ωB97M-V/def2-TZVPD.

Summary:
HOMO level (Eh): -0.2644
LUMO level (eV): 0.235
Frontier orbital gap (eV): 7.43
Energy above the lowest of the compared OMol25 structures with the same formula, charge and spin (kcal/mol): 0.0
Calculated total energy (hartree): -3502.1984

Cartesian coordinates (Å):
N  22.142  10.467  17.863
H  21.087  10.678  17.981
H  22.414  9.655  18.402
H  22.801  11.285  17.979
H  22.232  10.281  16.830
N  22.256  13.813  17.590
H  21.274  13.537  17.239
H  23.004  13.091  17.246
H  22.186  13.724  18.603
H  22.472  14.758  17.292
N  20.224  11.743  14.120
H  20.074  12.273  15.044
H  21.085  11.089  14.226
H  20.288  12.364  13.310
H  19.441  11.101  13.922
N  20.581  8.480  15.899
H  20.987  7.765  16.506
H  19.865  8.041  15.332
H  21.408  8.920  15.407
H  20.120  9.216  16.571
O  22.740  9.864  15.196
C  24.000  10.428  15.100
C  24.273  11.761  15.781
O  24.086  11.960  17.158
H  24.189  10.708  14.039
H  24.788  9.695  15.346
H  23.643  12.516  15.229
H  25.325  12.030  15.558
O  19.900  13.017  16.511
C  19.120  12.542  17.545
C  18.684  11.117  17.429
O  19.609  10.113  17.843
H  18.217  13.201  17.599
H  19.591  12.792  18.526
H  18.601  10.951  16.325
H  17.683  10.917  17.855
C  14.605  9.747  15.981
C  15.861  10.187  15.285
O  15.773  9.839  13.869
C  16.875  9.810  13.216
O  17.962  9.978  13.657
C  16.671  9.527  11.710
F  17.824  9.196  11.141
F  15.778  8.552  11.533
F  16.186  10.601  11.119
H  14.773  9.715  17.057
H  14.321  8.736  15.668
H  13.723  10.361  15.797
H  16.717  9.666  15.702
H  16.001  11.264  15.327
C  23.153  14.947  12.848
C  21.807  15.199  13.490
O  20.798  15.312  12.484
C  19.864  16.198  12.666
O  19.798  16.955  13.558
C  18.816  16.199  11.538
F  19.249  17.076  10.618
F  18.745  14.991  10.957
F  17.605  16.554  11.945
H  23.135  14.065  12.203
H  23.930  14.771  13.592
H  23.465  15.805  12.249
H  21.903  16.093  14.110
H  21.565  14.389  14.186
C  23.363  10.437  10.482
C  21.995  9.923  10.766
O  21.032  10.588  9.940
C  20.580  11.729  10.342
O  20.798  12.256  11.375
C  19.697  12.444  9.302
F  20.297  13.603  8.985
F  19.509  11.746  8.182
F  18.505  12.709  9.855
H  24.085  9.762  10.935
H  23.502  11.472  10.786
H  23.561  10.450  9.405
H  21.769  10.047  11.826
H  21.907  8.869  10.529
Cl  17.565  13.309  13.935
C  16.768  14.165  15.285
C  15.421  14.707  14.860
Cl  14.111  13.495  15.044
H  17.402  15.024  15.525
H  16.825  13.555  16.182
H  15.446  15.013  13.819
H  15.129  15.568  15.458

Atoms 1-6, force components in eV/Å:
N -0.81 0.98 -0.04
H 0.08 -0.82 0.26
H 0.03 0.10 0.06
H 0.42 -0.92 -0.46
H 0.63 -0.29 0.01
N -0.82 -0.20 0.14

3.
Here is a structure of composition C18H43F4InNO10P2S from the Open Molecules 2025 dataset. Energies are from ωB97M-V/def2-TZVPD.

Summary:
HOMO level (Eh): -0.2061
LUMO level (eV): -0.521
Frontier orbital gap (eV): 5.09
Total charge: -1
Calculated total energy (hartree): -3189.2048

Cartesian coordinates (Å):
C  1.041  3.676  -0.770
C  -0.390  3.201  -1.340
In  -0.699  3.578  -3.536
F  -1.597  1.816  -4.293
C  -2.117  5.248  -4.045
C  -1.906  6.613  -3.240
C  -1.276  6.460  -1.790
N  -1.380  7.814  -1.109
S  1.514  3.748  -4.807
O  2.267  2.438  -4.657
O  1.161  3.864  -6.282
C  2.539  5.249  -4.332
F  2.170  5.849  -3.132
F  3.870  4.796  -4.141
F  2.639  6.175  -5.391
H  1.847  3.032  -1.245
H  1.032  3.429  0.352
H  1.223  4.787  -0.861
H  -0.397  2.061  -1.206
H  -1.257  3.571  -0.689
H  -1.933  5.499  -5.150
H  -3.201  4.881  -4.014
H  -2.951  7.065  -3.093
H  -1.323  7.408  -3.814
H  -0.168  6.239  -1.873
H  -1.805  5.706  -1.133
H  -1.610  7.618  -0.122
H  -0.470  8.282  -1.139
O  -5.241  -2.618  -1.020
P  -4.019  -1.797  -0.594
O  -2.887  -2.773  -1.318
C  -2.958  -2.953  -2.731
C  -2.483  -1.719  -3.475
O  -3.982  -2.377  0.967
C  -5.206  -2.729  1.610
C  -5.433  -4.233  1.533
O  -2.800  -0.702  -0.135
C  -1.566  -1.140  0.438
C  -0.444  -1.122  -0.583
H  -3.974  -3.216  -3.032
H  -2.319  -3.805  -2.983
H  -2.964  -0.813  -3.098
H  -2.692  -1.812  -4.543
H  -1.408  -1.586  -3.356
H  -6.045  -2.180  1.178
H  -5.133  -2.425  2.657
H  -5.204  -4.634  0.548
H  -6.465  -4.483  1.786
H  -4.772  -4.744  2.237
H  -1.648  -2.123  0.902
H  -1.330  -0.426  1.232
H  -0.463  -2.017  -1.207
H  0.529  -1.107  -0.086
H  -0.522  -0.261  -1.247
O  2.332  -1.490  2.365
P  2.335  -2.853  3.063
O  3.570  -2.479  4.112
C  3.370  -1.409  5.030
C  2.430  -1.804  6.156
O  3.194  -3.605  1.853
C  3.003  -3.191  0.499
C  4.108  -2.233  0.075
O  2.211  -4.389  3.793
C  3.365  -5.177  4.091
C  3.722  -5.104  5.564
H  2.994  -0.525  4.510
H  4.348  -1.146  5.441
H  1.515  -2.262  5.772
H  2.165  -0.930  6.756
H  2.903  -2.531  6.817
H  2.018  -2.742  0.363
H  3.033  -4.083  -0.131
H  4.328  -1.492  0.841
H  3.840  -1.718  -0.850
H  5.034  -2.787  -0.095
H  4.222  -4.909  3.475
H  3.098  -6.209  3.845
H  4.291  -4.201  5.787
H  4.350  -5.950  5.850
H  2.829  -5.091  6.190

Atoms 1-6, force components in eV/Å:
C -1.06 -0.79 0.84
C 0.76 -0.88 0.69
In -2.01 -0.46 0.93
F 0.69 1.04 0.42
C 0.23 0.90 -1.33
C -1.15 -0.33 0.52

4.
Here is a structure of composition C18H43FNO4Rb from the Open Molecules 2025 dataset. Energies are from ωB97M-V/def2-TZVPD.

Summary:
HOMO level (Eh): -0.2821
LUMO level (eV): -0.572
Frontier orbital gap (eV): 7.10
Energy above the lowest of the compared OMol25 structures with the same formula, charge and spin (kcal/mol): 2.7
Calculated total energy (hartree): -1191.3028

Cartesian coordinates (Å):
Rb  1.297  -0.223  4.420
F  0.095  -0.041  1.857
C  1.050  2.253  -3.241
C  0.020  2.494  -2.130
C  -1.183  3.245  -2.744
C  -2.056  2.332  -3.591
C  -2.624  1.239  -2.693
C  -1.468  0.426  -2.089
N  -0.470  1.288  -1.460
O  0.644  0.557  -0.969
C  -2.139  -0.360  -0.946
C  -0.919  -0.659  -3.041
C  0.652  3.433  -1.109
H  1.198  3.176  -3.803
H  0.745  1.560  -4.037
H  1.958  1.770  -2.874
H  -1.798  3.523  -1.883
H  -0.838  4.103  -3.319
H  -1.541  1.894  -4.455
H  -2.832  2.904  -4.113
H  -3.284  0.609  -3.291
H  -3.224  1.653  -1.882
H  -2.915  -1.011  -1.362
H  -1.399  -0.973  -0.424
H  -2.669  0.250  -0.214
H  -0.390  -0.178  -3.867
H  -0.199  -1.306  -2.541
H  -1.699  -1.306  -3.441
H  -0.137  3.787  -0.444
H  1.103  4.300  -1.593
H  1.432  2.920  -0.547
H  0.317  0.243  -0.109
C  -3.644  -1.722  1.959
C  -3.112  -1.051  3.221
C  -2.121  -1.951  3.967
O  -2.428  0.139  2.852
H  -4.086  -2.706  2.135
H  -2.767  -1.926  1.337
H  -4.316  -1.076  1.399
H  -3.866  -0.716  3.938
H  -1.832  -1.470  4.904
H  -1.255  -2.177  3.338
H  -2.523  -2.934  4.235
H  -1.555  -0.020  2.427
C  -0.266  -3.833  1.062
C  1.213  -3.457  1.026
C  1.650  -3.083  -0.408
O  1.448  -2.355  1.893
H  -0.482  -4.695  0.430
H  -0.884  -3.000  0.716
H  -0.551  -4.013  2.100
H  1.791  -4.311  1.380
H  1.477  -2.015  -0.542
H  1.024  -3.640  -1.109
H  2.692  -3.300  -0.640
H  0.963  -1.565  1.571
C  4.839  1.907  2.257
C  3.637  1.420  1.441
C  3.807  0.026  0.884
O  2.479  1.473  2.286
H  5.713  1.292  2.042
H  4.598  1.807  3.313
H  5.095  2.926  1.973
H  3.384  2.093  0.615
H  4.058  -0.803  1.548
H  4.545  0.024  0.074
H  2.862  -0.238  0.400
H  1.685  1.047  1.913

Atoms 1-6, force components in eV/Å:
Rb -0.23 -0.05 -0.72
F 0.45 -0.09 -0.03
C -0.08 -0.90 -0.80
C 0.16 0.31 -1.05
C -0.18 -1.06 0.26
C -0.43 0.26 -0.50

- The lowest frontier orbital gap belongs to which entry?
  C18H43F4InNO10P2S

- What is the calculated total energy in the first record?
  -1942.4611 hartree

- The lowest frontier orbital gap belongs to which entry?
  C18H43F4InNO10P2S

- Which of these has the highest LUMO level?
  C18H43Cl2F9N4O10